Computed, not measured: a molecular structure, C17H31CuN4P2Se, with wB97M-V/def2-TZVPD.

Last column: natural (NBO) charge in e.
Positions of all 56 atoms, in Å:
Cu  -0.179  0.031  0.753  1.0898
C  1.645  -1.316  2.587  -0.2298
C  0.294  -1.731  3.176  -0.2469
N  -0.821  -1.357  2.279  -0.6875
C  -1.948  -0.653  2.920  -0.2282
C  -1.535  0.752  3.350  -0.2478
N  -0.824  1.457  2.264  -0.6924
C  0.421  2.138  2.674  -0.2281
C  1.494  1.112  3.049  -0.2474
N  1.563  0.044  2.042  -0.7653
H  1.906  -1.982  1.762  0.2145
H  2.418  -1.417  3.354  0.2072
H  0.145  -1.245  4.141  0.2004
H  0.301  -2.804  3.370  0.2235
H  -1.173  -2.177  1.803  0.3942
H  -2.333  -1.194  3.789  0.2102
H  -2.751  -0.584  2.183  0.2113
H  -0.877  0.693  4.217  0.2062
H  -2.423  1.295  3.672  0.2261
H  -1.443  2.124  1.820  0.3955
H  0.257  2.817  3.515  0.2071
H  0.767  2.725  1.822  0.2167
H  1.260  0.673  4.020  0.1938
H  2.451  1.623  3.159  0.2317
H  2.341  0.212  1.400  0.4428
C  -0.018  3.326  -1.267  -0.9669
P  -0.344  1.550  -1.056  0.9235
C  -2.197  1.596  -1.147  -0.9648
C  0.009  0.719  -2.623  -0.3699
C  0.342  1.405  -3.784  -0.1431
C  0.584  0.702  -4.954  -0.1747
C  0.505  -0.683  -4.969  -0.1725
C  0.191  -1.370  -3.809  -0.1616
C  -0.052  -0.673  -2.631  -0.3553
P  -0.401  -1.519  -1.069  0.8644
C  -1.827  -2.588  -1.469  -0.9353
C  0.963  -2.720  -0.905  -0.9454
H  -0.647  3.729  -2.061  0.2469
H  1.035  3.496  -1.480  0.2820
H  -0.267  3.834  -0.333  0.2425
H  -2.506  1.989  -2.116  0.2464
H  -2.610  2.237  -0.364  0.2263
H  -2.606  0.593  -1.029  0.2271
H  0.423  2.485  -3.780  0.2156
H  0.853  1.239  -5.854  0.2323
H  0.711  -1.229  -5.880  0.2336
H  0.161  -2.454  -3.825  0.2161
H  -1.574  -3.210  -2.326  0.2523
H  -2.704  -1.988  -1.711  0.2515
H  -2.066  -3.234  -0.621  0.2386
H  1.023  -3.359  -1.784  0.2535
H  0.803  -3.343  -0.022  0.2300
H  1.903  -2.174  -0.802  0.2800
Se  2.808  1.228  -0.700  -0.3473
C  3.159  -0.008  -1.974  0.0193
N  3.393  -0.811  -2.776  -0.4429

The expectation value of S² is 0.756. The multiplicity is 2. For the energy relative to the best compared isomer or geometry (same formula, charge and spin), the calculation gives 8.86 kcal/mol. The LUMO energy (alpha / beta) is -2.48 / -4.48 eV. As for the total charge: +1. Its gap between HOMO and LUMO (alpha / beta) is 7.52 / 5.48 eV.